Record 1
{"formula": "C37H43BF4N5O5Si2V", "method": "wB97M-V/def2-TZVPD", "symbols": ["V", "C", "O", "C", "C", "C", "C", "C", "C", "N", "C", "N", "C", "C", "C", "C", "C", "C", "O", "C", "N", "C", "C", "C", "C", "C", "C", "O", "C", "H", "H", "H", "H", "H", "H", "H", "H", "H", "H", "H", "H", "H", "H", "H", "H", "H", "H", "H", "H", "H", "H", "C", "Si", "C", "C", "C", "C", "C", "C", "C", "Si", "C", "C", "H", "H", "H", "H", "H", "H", "H", "H", "H", "H", "H", "H", "H", "H", "H", "H", "C", "N", "C", "C", "C", "O", "N", "C", "O", "H", "H", "H", "H", "H", "F", "B", "F", "F", "F"], "xyz": [[-0.629, -0.062, -0.484], [-4.289, -3.694, 3.688], [-3.168, -4.350, 4.282], [-2.397, -3.505, 5.056], [-2.454, -3.600, 6.435], [-1.670, -2.766, 7.221], [-0.824, -1.848, 6.615], [-0.742, -1.765, 5.233], [-1.532, -2.595, 4.440], [-1.470, -2.598, 3.040], [-1.207, -1.507, 2.230], [-1.622, -0.337, 2.737], [-1.235, 0.971, 2.360], [-0.791, 1.298, 1.089], [-0.333, 2.618, 0.933], [-0.351, 3.544, 1.956], [-0.847, 3.192, 3.209], [-1.288, 1.903, 3.408], [-1.785, 1.438, 4.609], [-1.360, 2.122, 5.774], [-0.634, -1.639, 1.068], [-0.307, -2.960, 0.643], [-1.343, -3.775, 0.174], [-1.122, -5.022, -0.384], [0.183, -5.486, -0.482], [1.218, -4.719, 0.013], [1.002, -3.465, 0.598], [2.123, -2.893, 1.070], [2.101, -1.753, 1.940], [-4.845, -4.457, 3.148], [-3.977, -2.911, 2.993], [-4.925, -3.255, 4.462], [-3.125, -4.329, 6.873], [-1.717, -2.839, 8.301], [-0.195, -1.195, 7.206], [-0.048, -1.061, 4.787], [-1.499, -3.498, 2.587], [-2.034, -0.380, 3.656], [0.057, 2.917, -0.032], [0.033, 4.546, 1.798], [-0.845, 3.906, 4.021], [-1.869, 3.087, 5.873], [-0.279, 2.263, 5.764], [-1.639, 1.489, 6.616], [-2.350, -3.379, 0.234], [-1.957, -5.607, -0.750], [0.395, -6.450, -0.929], [2.242, -5.065, -0.028], [3.139, -1.603, 2.221], [1.511, -1.954, 2.837], [1.727, -0.860, 1.448], [2.786, -1.195, -1.770], [1.691, 0.342, -1.495], [2.835, 1.566, -0.585], [1.546, 1.121, -3.245], [2.637, 1.202, -4.119], [2.536, 1.826, -5.354], [1.327, 2.396, -5.739], [0.239, 2.326, -4.881], [0.323, 1.691, -3.637], [-1.154, 1.549, -2.420], [-2.565, 0.955, -3.591], [-1.639, 3.387, -2.145], [3.683, -0.935, -2.342], [2.230, -1.958, -2.319], [3.110, -1.629, -0.821], [3.763, 1.716, -1.148], [3.086, 1.212, 0.419], [2.350, 2.537, -0.468], [3.591, 0.769, -3.830], [3.397, 1.874, -6.015], [1.238, 2.890, -6.701], [-0.703, 2.775, -5.189], [-2.783, 1.697, -4.367], [-3.488, 0.764, -3.036], [-2.276, 0.026, -4.093], [-2.084, 3.814, -3.051], [-0.760, 3.985, -1.892], [-2.354, 3.494, -1.325], [-1.479, -3.579, -4.099], [-2.233, -2.854, -3.098], [-3.567, -3.046, -2.883], [-4.233, -2.375, -1.932], [-3.519, -1.404, -1.093], [-4.076, -0.792, -0.184], [-2.188, -1.251, -1.362], [-1.537, -1.947, -2.305], [-0.320, -1.798, -2.474], [-2.169, -4.198, -4.673], [-0.724, -4.209, -3.625], [-0.968, -2.883, -4.763], [-4.041, -3.779, -3.525], [-5.286, -2.535, -1.759], [1.278, 0.449, 5.344], [2.284, 1.039, 4.511], [1.985, 0.731, 3.176], [2.291, 2.424, 4.727], [3.532, 0.484, 4.862]], "energy_ha": -4033.4080, "de_lowest_ev": 0.0647, "homo_ev": [-2.00, -1.34], "spin_multiplicity": 3, "charge": -2, "orbital_gap_ev": [6.1, 5.4], "largest_force_ev_per_a": 0.7, "e_lumo_ev": [4.06, 4.06], "s_squared": 2.075}

***

Record 2
{"formula": "C37H43CoO2Si", "method": "wB97M-V/def2-TZVPD", "symbols": ["O", "C", "C", "H", "H", "C", "H", "H", "C", "H", "H", "H", "C", "H", "H", "H", "Co", "C", "C", "C", "H", "C", "C", "H", "H", "H", "H", "C", "C", "C", "H", "C", "C", "H", "H", "H", "H", "O", "C", "C", "H", "H", "C", "H", "H", "C", "H", "H", "H", "H", "C", "C", "C", "C", "C", "C", "Si", "C", "C", "C", "C", "C", "C", "C", "C", "C", "C", "C", "C", "H", "H", "H", "H", "H", "H", "H", "H", "H", "H", "H", "H", "H", "H", "H"], "xyz": [[-0.158, -0.552, -3.525], [1.183, -0.228, -4.196], [1.100, -1.395, -5.149], [2.045, -0.262, -3.516], [1.110, 0.753, -4.698], [-0.355, -1.442, -4.695], [1.717, -2.242, -4.829], [1.283, -1.141, -6.203], [-0.891, -2.791, -4.297], [-0.147, -3.346, -3.719], [-1.148, -3.369, -5.189], [-1.799, -2.671, -3.712], [-1.248, -0.700, -5.697], [-0.716, 0.180, -6.080], [-2.188, -0.380, -5.226], [-1.472, -1.337, -6.557], [-1.003, 0.637, -0.790], [-1.654, 2.571, -0.634], [-0.275, 2.591, -0.294], [0.453, 1.994, -1.357], [0.152, 3.135, 0.549], [-0.472, 1.767, -2.437], [-1.795, 1.992, -1.925], [-2.732, 1.888, -2.453], [-2.423, 3.089, -0.061], [1.523, 1.809, -1.323], [-0.217, 1.647, -3.482], [-2.568, -0.333, 0.273], [-3.377, -0.127, -0.883], [-2.872, -0.927, -1.928], [-4.256, 0.518, -0.948], [-1.723, -1.625, -1.471], [-1.491, -1.231, -0.106], [-0.807, -1.700, 0.584], [-2.866, -0.142, 1.295], [-3.329, -1.055, -2.898], [-1.215, -2.435, -1.971], [2.032, -3.116, -2.266], [1.685, -1.879, -1.626], [2.910, -0.999, -1.393], [1.119, -2.081, -0.701], [0.913, -1.435, -2.266], [4.103, -1.896, -1.791], [2.931, -0.711, -0.340], [2.927, -0.082, -1.997], [3.474, -3.235, -2.267], [4.750, -2.109, -0.926], [4.722, -1.428, -2.572], [3.718, -4.062, -1.604], [3.854, -3.508, -3.271], [3.919, 1.385, 3.552], [3.669, 1.013, 2.219], [2.357, 0.922, 1.745], [1.290, 1.146, 2.618], [1.534, 1.486, 3.961], [2.849, 1.622, 4.415], [-0.468, 0.833, 2.130], [-0.809, -0.624, 3.247], [-0.084, -1.816, 3.046], [-0.250, -2.912, 3.904], [-1.108, -2.805, 5.011], [-1.770, -1.602, 5.261], [-1.628, -0.515, 4.386], [-1.436, 2.313, 2.788], [-2.829, 2.248, 3.002], [-3.506, 3.318, 3.591], [-2.800, 4.455, 3.989], [-1.416, 4.536, 3.785], [-0.753, 3.488, 3.148], [4.950, 1.454, 3.917], [4.492, 0.777, 1.545], [2.154, 0.687, 0.695], [0.705, 1.658, 4.651], [3.025, 1.902, 5.456], [0.649, -1.875, 2.232], [0.305, -3.830, 3.705], [-1.219, -3.651, 5.694], [-2.388, -1.476, 6.157], [-2.135, 0.427, 4.602], [-3.388, 1.348, 2.747], [-4.583, 3.245, 3.785], [-3.316, 5.286, 4.465], [-0.842, 5.392, 4.144], [0.322, 3.567, 2.979]], "energy_ha": -3258.2586, "de_lowest_ev": 1.3849, "homo_ev": [-2.12, -3.46], "spin_multiplicity": 4, "charge": -1, "orbital_gap_ev": [4.7, 6.1], "largest_force_ev_per_a": 4.0, "e_lumo_ev": [2.60, 2.60], "s_squared": 3.802}

***

Record 3
{"formula": "C37H43N3O4", "method": "wB97M-V/def2-TZVPD", "symbols": ["C", "C", "N", "C", "C", "C", "C", "C", "C", "C", "C", "C", "C", "C", "N", "C", "C", "C", "C", "C", "C", "C", "C", "C", "H", "H", "H", "H", "H", "H", "H", "H", "H", "H", "H", "H", "H", "H", "H", "H", "H", "H", "H", "H", "H", "H", "H", "H", "H", "H", "C", "N", "C", "C", "C", "C", "C", "C", "C", "C", "O", "O", "C", "C", "C", "O", "C", "O", "C", "C", "H", "H", "H", "H", "H", "H", "H", "H", "H", "H", "H", "H", "H", "H", "H", "H", "H"], "xyz": [[-0.271, -0.046, 0.815], [-0.485, 0.746, 1.924], [0.581, 1.235, 2.649], [1.889, 0.714, 2.502], [2.923, 1.555, 2.071], [2.781, 3.042, 1.985], [4.131, 0.964, 1.679], [4.292, -0.423, 1.634], [5.565, -1.051, 1.166], [3.243, -1.229, 2.082], [2.058, -0.683, 2.571], [0.996, -1.605, 3.096], [0.154, 2.285, 3.433], [-1.183, 2.384, 3.300], [-1.594, 1.425, 2.374], [-2.963, 1.034, 2.169], [-3.585, 0.239, 3.143], [-2.849, -0.201, 4.371], [-4.911, -0.153, 2.946], [-5.626, 0.265, 1.822], [-7.023, -0.233, 1.616], [-5.016, 1.133, 0.911], [-3.684, 1.531, 1.074], [-3.027, 2.488, 0.122], [-1.140, -0.421, 0.279], [0.778, -0.022, 0.504], [1.742, 3.373, 1.891], [3.217, 3.523, 2.874], [3.330, 3.411, 1.108], [4.953, 1.608, 1.360], [5.365, -2.017, 0.692], [6.072, -0.399, 0.449], [6.248, -1.225, 2.007], [3.332, -2.314, 2.027], [1.440, -2.600, 3.245], [0.574, -1.257, 4.052], [0.179, -1.735, 2.370], [0.834, 2.851, 4.051], [-1.869, 3.051, 3.797], [-3.538, -0.763, 5.012], [-2.003, -0.863, 4.129], [-2.472, 0.646, 4.961], [-5.400, -0.792, 3.687], [-7.461, 0.204, 0.715], [-7.027, -1.326, 1.513], [-7.657, 0.017, 2.476], [-5.595, 1.510, 0.065], [-3.733, 2.794, -0.660], [-2.696, 3.403, 0.640], [-2.152, 2.033, -0.363], [-1.640, 4.083, -3.333], [-0.305, 3.524, -3.467], [0.452, 4.021, -4.601], [-0.021, 2.264, -2.938], [-0.947, 1.207, -3.077], [-0.650, -0.044, -2.570], [0.522, -0.245, -1.823], [0.705, -1.507, -1.085], [1.518, -2.476, -1.617], [2.057, -3.589, -0.810], [2.165, -3.565, 0.401], [2.526, -4.673, -1.509], [2.048, -4.786, -2.873], [2.837, -5.911, -3.539], [0.554, -5.075, -2.914], [2.393, -3.582, -3.594], [2.108, -2.395, -2.983], [2.376, -1.364, -3.557], [1.466, 0.800, -1.702], [1.212, 2.034, -2.267], [-1.964, 4.033, -2.281], [-1.593, 5.131, -3.656], [-2.374, 3.541, -3.957], [1.505, 3.736, -4.498], [0.066, 3.620, -5.557], [0.362, 5.113, -4.646], [-1.862, 1.350, -3.659], [-1.313, -0.904, -2.713], [0.075, -1.889, -0.281], [3.902, -5.668, -3.546], [2.680, -6.846, -2.998], [2.498, -6.035, -4.570], [-0.036, -4.274, -2.446], [0.258, -5.187, -3.967], [0.377, -6.026, -2.388], [2.387, 0.624, -1.137], [1.938, 2.850, -2.182]], "energy_ha": -1900.8848, "de_lowest_ev": 0.9950, "homo_ev": -6.23, "smiles": "C=C1N(c2c(C)cc(C)cc2C)C=CN1c1c(C)cc(C)cc1C.CN(C)c1ccc(C=C2C(=O)OC(C)(C)OC2=O)cc1", "charge": 0, "orbital_gap_ev": 6.0, "largest_force_ev_per_a": 3.7, "e_lumo_ev": -0.21}

***

Record 4
{"formula": "C37H43NO2PPr", "method": "wB97M-V/def2-TZVPD", "symbols": ["O", "C", "C", "H", "H", "C", "H", "H", "C", "H", "H", "H", "C", "H", "H", "H", "Pr", "C", "C", "C", "H", "C", "C", "H", "H", "H", "H", "C", "C", "C", "H", "C", "C", "H", "H", "H", "H", "O", "C", "C", "H", "H", "C", "H", "H", "C", "H", "H", "H", "H", "N", "P", "C", "C", "C", "C", "C", "C", "C", "C", "C", "C", "C", "C", "C", "C", "C", "C", "C", "C", "H", "H", "H", "H", "H", "H", "H", "H", "H", "H", "H", "H", "H", "H", "H"], "xyz": [[1.237, -1.114, -1.952], [0.309, -1.014, -3.115], [1.241, -1.893, -3.942], [0.233, 0.037, -3.410], [-0.679, -1.421, -2.862], [2.229, -1.818, -2.753], [1.601, -1.450, -4.861], [0.855, -2.901, -4.096], [3.404, -0.901, -3.002], [3.060, 0.112, -3.243], [3.993, -1.283, -3.849], [4.069, -0.846, -2.127], [2.633, -3.130, -2.122], [1.785, -3.821, -2.059], [3.036, -2.976, -1.107], [3.421, -3.599, -2.731], [0.544, -0.649, 0.092], [-0.118, -2.310, 1.897], [-1.274, -1.598, 1.411], [-1.520, -1.979, 0.053], [-1.826, -0.822, 1.957], [-0.496, -2.930, -0.312], [0.372, -3.122, 0.820], [1.260, -3.753, 0.843], [0.316, -2.214, 2.883], [-2.253, -1.536, -0.617], [-0.375, -3.369, -1.297], [1.568, 0.358, 2.172], [2.437, -0.735, 1.859], [3.022, -0.470, 0.573], [2.594, -1.630, 2.453], [2.518, 0.804, 0.095], [1.615, 1.310, 1.101], [0.990, 2.194, 0.993], [0.927, 0.430, 3.048], [3.710, -1.127, 0.045], [2.656, 1.234, -0.893], [1.099, -0.443, -7.360], [1.974, -1.479, -7.886], [2.033, -1.367, -9.415], [1.569, -2.474, -7.592], [2.960, -1.367, -7.402], [0.629, -0.802, -9.729], [2.244, -2.304, -9.903], [2.789, -0.619, -9.692], [0.394, 0.114, -8.519], [-0.099, -1.625, -9.707], [0.572, -0.286, -10.673], [-0.670, 0.216, -8.254], [0.789, 1.131, -8.732], [-0.951, 1.030, 1.513], [-1.403, 1.379, 2.971], [-0.481, 2.906, 3.474], [0.276, 2.945, 4.660], [1.007, 4.079, 5.011], [1.009, 5.196, 4.177], [0.280, 5.173, 2.990], [-0.456, 4.034, 2.634], [-3.224, 1.643, 2.834], [-3.794, 2.908, 2.614], [-5.180, 3.050, 2.499], [-6.018, 1.942, 2.607], [-5.468, 0.679, 2.819], [-4.081, 0.531, 2.915], [-1.267, 0.176, 4.537], [-2.312, 0.263, 5.480], [-2.339, -0.471, 6.670], [-1.297, -1.336, 6.989], [-0.232, -1.442, 6.110], [-0.215, -0.697, 4.927], [0.292, 2.082, 5.329], [1.579, 4.085, 5.941], [1.586, 6.080, 4.458], [0.284, 6.049, 2.334], [-1.012, 4.028, 1.689], [-3.157, 3.796, 2.538], [-5.614, 4.041, 2.328], [-7.102, 2.054, 2.531], [-6.116, -0.197, 2.921], [-3.682, -0.471, 3.097], [-3.155, 0.947, 5.316], [-3.169, -0.364, 7.372], [-1.300, -1.905, 7.916], [0.609, -2.101, 6.356], [0.724, -0.872, 4.363]], "energy_ha": -2499.1174, "de_lowest_ev": 2.4258, "homo_ev": [-6.00, -6.01], "spin_multiplicity": 3, "charge": 0, "orbital_gap_ev": [6.2, 6.2], "largest_force_ev_per_a": 3.8, "e_lumo_ev": [0.22, 0.22], "s_squared": 2.003}

***

Record 5
{"formula": "C37H44ClN14O5PSSr", "method": "wB97M-V/def2-TZVPD", "symbols": ["Sr", "C", "N", "C", "C", "N", "C", "P", "C", "N", "C", "C", "N", "C", "C", "N", "C", "C", "N", "C", "H", "H", "H", "H", "H", "H", "H", "H", "H", "H", "H", "H", "H", "H", "H", "N", "C", "C", "C", "C", "C", "C", "S", "O", "O", "N", "C", "N", "C", "C", "C", "N", "H", "H", "H", "H", "H", "H", "H", "H", "H", "C", "N", "C", "N", "C", "N", "C", "N", "C", "C", "H", "H", "H", "H", "H", "H", "H", "H", "H", "H", "H", "H", "C", "C", "C", "C", "Cl", "C", "C", "C", "O", "C", "C", "O", "O", "H", "H", "H", "H", "H", "H", "H", "H"], "xyz": [[1.132, -0.677, -0.342], [3.971, 4.414, -2.160], [3.752, 3.259, -1.303], [4.477, 2.956, -0.185], [3.939, 1.805, 0.316], [2.894, 1.407, -0.467], [2.801, 2.291, -1.444], [1.685, 2.276, -2.875], [2.000, 0.573, -3.455], [2.365, -0.471, -2.730], [2.462, -1.519, -3.603], [2.156, -1.101, -4.864], [1.880, 0.233, -4.765], [1.282, 1.033, -5.818], [0.075, 2.148, -2.040], [-0.180, 1.526, -0.905], [-1.526, 1.651, -0.702], [-2.082, 2.364, -1.722], [-1.057, 2.688, -2.561], [-1.239, 3.206, -3.905], [4.804, 4.984, -1.756], [3.087, 5.048, -2.182], [4.212, 4.101, -3.174], [5.295, 3.571, 0.148], [4.245, 1.245, 1.183], [2.742, -2.507, -3.274], [2.109, -1.620, -5.806], [1.687, 0.719, -6.777], [1.529, 2.082, -5.662], [0.200, 0.902, -5.795], [-2.012, 1.221, 0.160], [-3.098, 2.650, -1.935], [-2.046, 3.935, -3.901], [-1.484, 2.378, -4.571], [-0.324, 3.692, -4.236], [-3.096, -6.704, 5.611], [-2.241, -5.660, 5.223], [-1.097, -5.926, 4.473], [-0.274, -4.898, 4.043], [-0.592, -3.585, 4.355], [-1.728, -3.306, 5.098], [-2.547, -4.336, 5.532], [0.122, -2.030, 2.353], [-0.307, -3.203, 1.576], [0.251, -2.563, 3.965], [1.640, -1.672, 2.023], [2.526, -2.648, 1.650], [3.121, -2.389, 0.460], [4.044, -3.249, 0.039], [4.381, -4.378, 0.758], [3.676, -4.577, 1.938], [2.760, -3.736, 2.392], [-2.642, -7.600, 5.690], [-3.645, -6.503, 6.432], [-0.854, -6.952, 4.221], [0.619, -5.090, 3.465], [-1.964, -2.277, 5.340], [-3.435, -4.110, 6.111], [4.513, -3.018, -0.912], [5.131, -5.076, 0.418], [3.859, -5.459, 2.545], [1.610, 1.266, 3.271], [1.640, 2.232, 4.372], [1.775, 3.573, 3.807], [0.685, 3.903, 2.885], [0.677, 2.903, 1.814], [0.515, 1.531, 2.321], [-0.746, 1.481, 3.079], [-0.776, 2.448, 4.179], [0.353, 2.156, 5.071], [-0.578, 3.786, 3.619], [1.496, 0.261, 3.675], [2.557, 1.311, 2.733], [2.723, 3.635, 3.266], [1.787, 4.304, 4.618], [1.614, 2.965, 1.259], [-0.143, 3.126, 1.131], [-0.875, 0.475, 3.478], [-1.574, 1.703, 2.402], [0.232, 1.152, 5.479], [0.350, 2.875, 5.893], [-0.586, 4.515, 4.432], [-1.404, 4.011, 2.940], [-4.208, -1.600, -1.773], [-4.341, -0.430, -2.709], [-5.110, 0.666, -2.325], [-5.300, 1.743, -3.172], [-6.252, 3.102, -2.635], [-4.731, 1.761, -4.433], [-3.957, 0.682, -4.823], [-3.758, -0.405, -3.981], [-3.049, -1.443, -4.517], [-1.965, -2.000, -3.776], [-1.045, -0.958, -3.126], [-0.846, 0.094, -3.753], [-0.551, -1.302, -2.015], [-4.920, -1.507, -0.954], [-3.206, -1.671, -1.345], [-4.414, -2.537, -2.292], [-5.579, 0.669, -1.348], [-4.890, 2.604, -5.092], [-3.488, 0.657, -5.798], [-1.370, -2.538, -4.515], [-2.306, -2.715, -3.031]], "energy_ha": -3809.7364, "de_lowest_ev": 1.4871, "homo_ev": -7.23, "charge": 0, "orbital_gap_ev": 7.4, "largest_force_ev_per_a": 0.5, "e_lumo_ev": 0.22}